C28H33N6O3PSr | the ωB97M-V functional and the def2-TZVPD basis

```
72
Properties=species:S:1:pos:R:3:forces:R:3:lowdin_charge:R:1
Sr -0.52767 -0.25262 1.48123 -0.23 -0.05 -0.14 1.2940
C -0.38352 -3.00084 2.56835 -0.03 -0.02 -0.04 -0.2277
C -1.47323 -2.43059 3.25219 0.06 0.02 -0.03 -0.2405
C -0.97516 -1.41687 4.09813 0.05 0.03 -0.04 -0.2454
C 0.42723 -1.37306 3.94876 0.06 0.01 -0.23 -0.2396
C 0.79274 -2.35261 2.99938 0.04 0.24 -0.02 -0.2493
H -0.43175 -3.83123 1.87722 -0.01 0.00 0.00 0.0802
H -2.50523 -2.73407 3.14810 0.01 -0.02 0.02 0.0803
H -1.54427 -0.79113 4.77346 0.00 -0.04 0.03 0.0781
H 1.09662 -0.68543 4.44679 0.00 -0.06 0.07 0.0877
H 1.79376 -2.57006 2.65337 0.02 -0.05 0.06 0.0774
N -5.23965 -0.12686 2.52804 0.08 -0.04 0.17 0.0364
C -3.94934 -0.30034 2.84935 -0.19 0.02 0.02 -0.1372
N -3.22543 -0.26905 1.75766 0.02 0.10 -0.16 0.0733
C -4.14436 -0.06713 0.77038 0.07 -0.05 0.35 -0.3219
N -5.38332 0.02017 1.20313 -0.05 0.03 -0.18 0.1301
C -3.76163 0.06325 -0.63501 0.11 0.11 -0.19 -0.2064
C -4.70986 0.31379 -1.62185 -0.09 0.03 -0.07 -0.0632
N -4.37416 0.48478 -2.89430 -0.05 0.00 0.09 0.0925
C -3.07811 0.40679 -3.17398 -0.04 0.00 0.04 -0.1053
C -2.13332 0.14001 -2.19453 0.11 -0.01 -0.06 -0.1044
N -2.46343 -0.03498 -0.92106 -0.07 -0.10 0.06 0.1299
H -6.04434 -0.09589 3.13013 0.00 0.00 0.00 0.1588
H -3.58721 -0.44957 3.85347 -0.02 0.01 -0.03 0.1241
H -5.75936 0.37787 -1.36182 0.02 0.00 -0.01 0.1148
H -2.78385 0.55442 -4.20626 0.02 -0.01 0.02 0.1092
H -1.08711 0.04895 -2.44685 0.05 0.00 0.02 0.0886
C 4.05150 1.30928 1.87563 0.02 0.02 -0.06 -0.0637
C 4.05707 2.59494 1.35261 -0.08 0.01 0.02 -0.0719
C 2.85814 3.19379 1.01460 0.12 -0.01 0.11 -0.0332
C 1.64477 2.51933 1.21638 0.11 0.03 0.00 -0.2363
N 1.66378 1.26674 1.70427 -0.07 0.01 0.04 0.0181
C 2.82570 0.69041 2.01283 -0.04 0.02 0.09 -0.1479
C 0.32173 3.13757 0.90196 -0.24 0.14 -0.07 -0.2435
C 0.27446 4.47915 0.48662 0.05 -0.03 0.04 -0.0644
C -0.93340 5.08857 0.19407 0.02 -0.02 0.00 -0.1116
C -2.10882 4.35929 0.31817 -0.07 -0.05 0.01 -0.1135
C -2.04841 3.03243 0.72649 0.07 0.07 -0.03 -0.1768
C -0.85326 2.36312 1.03196 0.12 -0.24 -0.01 -0.1813
H 4.96155 0.79850 2.15787 0.00 0.01 0.00 0.1017
H 4.98889 3.12826 1.20779 -0.01 0.00 -0.01 0.1079
H 2.87226 4.18831 0.59613 -0.03 -0.01 0.01 0.0977
H 2.76191 -0.32300 2.40074 -0.01 0.04 -0.03 0.0959
H 1.17154 5.08071 0.39469 -0.02 -0.03 0.01 0.0865
H -0.95712 6.12455 -0.12145 0.01 -0.01 0.01 0.0931
H -3.06504 4.82498 0.09703 0.04 0.00 0.01 0.0925
H -2.99546 2.49655 0.80911 0.02 0.03 -0.01 0.0596
C 4.53499 -2.14755 -2.62149 -0.07 -0.02 -0.05 -0.0825
C 3.33167 -3.05659 -2.47724 0.12 0.03 0.06 -0.3110
O 2.12018 -2.30342 -2.33567 -0.08 0.08 0.18 -0.3146
P 1.64705 -1.86621 -0.82327 -0.11 -0.14 -0.51 0.8818
O 1.88017 -0.27981 -0.78365 0.12 -0.02 0.06 -0.3508
C 1.57805 0.64582 -1.85123 0.00 0.11 -0.05 -0.2609
C 2.81296 1.45250 -2.17959 0.03 -0.08 0.03 -0.0444
O 0.02496 -1.79490 -1.14422 0.19 -0.07 0.45 -0.3852
C -0.67506 -3.05357 -1.19192 -0.09 -0.03 -0.16 -0.3032
C -0.97839 -3.43618 -2.62523 0.04 0.07 0.01 -0.0631
H 5.43970 -2.74211 -2.76044 -0.01 0.02 0.02 0.0781
H 4.65578 -1.53053 -1.72939 0.03 0.01 -0.02 0.0725
H 4.41401 -1.49479 -3.48813 0.02 0.00 0.05 0.0768
H 3.45590 -3.72201 -1.61660 -0.03 0.01 -0.01 0.1027
H 3.20003 -3.67274 -3.36521 -0.02 -0.03 -0.01 0.1145
H 0.78202 1.30134 -1.49022 -0.04 -0.05 0.01 0.1103
H 1.23467 0.09434 -2.72714 -0.06 -0.04 0.01 0.1068
H 3.18508 1.94573 -1.28219 0.01 0.00 -0.05 0.0601
H 2.56769 2.21415 -2.92190 0.00 -0.01 0.01 0.0872
H 3.59836 0.81099 -2.58275 -0.01 0.02 0.01 0.0680
H -1.59497 -2.92785 -0.62103 -0.01 0.04 0.06 0.1100
H -0.08341 -3.83027 -0.69737 0.03 0.03 0.03 0.1022
H -1.58449 -2.66204 -3.09961 0.02 -0.04 -0.01 0.0697
H -1.53136 -4.37615 -2.65678 0.00 0.01 0.01 0.0818
H -0.05239 -3.54937 -3.18873 -0.04 0.00 -0.02 0.0699
```
Forces are in eV/Å.

Results
- total charge = 0
- relative energy (zero: lowest compared OMol25 entry of this formula, charge and spin) (eV) = 0.286
- frontier orbital gap (eV) = 6.94
- E_tot (hartree) = -2013.17816
- maximum force (eV/Å) = 0.54